w | {
  "formula": "C2H9NO4",
  "method": "the ωB97M-V functional and the def2-TZVPD basis",
  "total_charge": 0,
  "homo_ev": -10.4,
  "smiles": "O=CNCO.O.O",
  "homo_lumo_gap_ev": 10.99,
  "elements": ["O", "C", "N", "C", "O", "H", "H", "H", "H", "H", "O", "H", "H", "O", "H", "H"],
  "positions_angstrom": [[-1.928, 1.342, 0.246], [-0.766, 1.478, 0.527], [0.124, 0.454, 0.662], [-0.177, -0.904, 0.290], [0.298, -1.227, -1.000], [-0.287, 2.454, 0.715], [0.999, 0.625, 1.128], [-1.249, -1.060, 0.361], [0.330, -1.577, 0.973], [-0.358, -0.974, -1.660], [4.361, -0.811, 1.644], [4.876, -0.350, 2.315], [4.906, -1.562, 1.395], [-2.619, 0.188, -2.334], [-3.135, -0.614, -2.271], [-2.122, 0.355, -1.520]],
  "nbo_charge": [-0.624, 0.542, -0.633, 0.070, -0.716, 0.117, 0.406, 0.182, 0.184, 0.479, -0.940, 0.469, 0.472, -0.960, 0.471, 0.483]
}

---

x | {
  "formula": "C2H9NO4",
  "method": "the ωB97M-V functional and the def2-TZVPD basis",
  "total_charge": 0,
  "homo_ev": -10.3,
  "smiles": "O=CNCO.O.O",
  "homo_lumo_gap_ev": 10.94,
  "elements": ["O", "C", "N", "C", "O", "H", "H", "H", "H", "H", "O", "H", "H", "O", "H", "H"],
  "positions_angstrom": [[0.229, 1.740, -3.472], [1.027, 1.155, -2.777], [0.707, 0.589, -1.568], [-0.644, 0.660, -1.128], [-0.817, 1.695, -0.118], [2.063, 0.993, -3.102], [1.421, 0.384, -0.908], [-1.315, 0.943, -1.921], [-0.987, -0.190, -0.566], [-0.912, 2.558, -0.532], [-2.051, -1.581, 1.142], [-1.242, -1.948, 1.509], [-1.984, -0.627, 1.251], [1.647, -3.143, 5.700], [1.860, -2.385, 6.241], [2.356, -3.787, 5.786]],
  "nbo_charge": [-0.600, 0.531, -0.639, 0.060, -0.752, 0.119, 0.401, 0.208, 0.192, 0.473, -0.940, 0.471, 0.474, -0.943, 0.471, 0.472]
}

---

Which of the structures shown above is the most stable? The most stable is w.